Density functional theory data (the ωB97M-V functional and the def2-TZVPD basis) for a cluster of 2 separate species, C3H6N2O2 in total in a non-equilibrium geometry.

Bonds (Å) are listed after each position.
Positions of all 13 atoms, in Å:
1 C 0.91 -1.45 0.29  C2 1.373, H8 1.063, H9 1.106
2 C -0.31 -1.08 -0.21  C1 1.373, N4 1.311, H10 1.054
3 C -0.54 1.33 -0.23  N4 1.394, H11 1.081, H12 0.989, H13 1.058
4 N -0.97 0.03 -0.46  C2 1.311, C3 1.394
5 N -2.85 -0.09 0.02  O6 1.200, O7 1.181
6 O -3.31 -1.19 -0.15  N5 1.200
7 O -3.33 0.93 0.36  N5 1.181
8 H 1.17 -2.47 0.40  C1 1.063
9 H 1.85 -0.87 0.30  C1 1.106
10 H -0.94 -1.92 -0.28  C2 1.054
11 H 0.41 1.42 0.29  C3 1.081
12 H -0.39 1.77 -1.11  C3 0.989
13 H -1.32 1.79 0.31  C3 1.058

Results
E_HOMO (spin up / spin down) ... -7.185 / -10.110 eV
Kohn-Sham gap (spin up / spin down) ... 8.05 / 8.11 eV
Molecular weight ... 102.09 g mol⁻¹
DFT total energy ... -377.6412 Ha
Multiplicity ... 3
<S²> ... 2.04
Energy above the lowest of the compared OMol25 structures with the same formula, charge and spin ... 3.587 eV